54
Properties=species:S:1:pos:R:3 method="wB97M-V/def2-TZVPD" lumo_energy_ev=0.59 homo_lumo_gap_ev=10.22 smiles=CC(C)O.CC(C)O.CCO.CCO.CCO.O
C 3.366 0.552 3.784
C 4.212 0.257 2.545
O 3.532 -0.791 1.820
H 2.340 0.831 3.546
H 3.859 1.398 4.262
H 3.465 -0.177 4.588
H 5.221 -0.117 2.715
H 4.192 1.114 1.872
H 4.033 -1.605 1.907
C -5.259 -0.384 3.399
C -5.517 -0.503 1.916
O -4.708 -1.526 1.288
H -5.840 0.482 3.717
H -4.213 -0.147 3.597
H -5.522 -1.126 4.153
H -5.366 0.515 1.557
H -6.579 -0.688 1.754
H -5.142 -2.376 1.397
C 1.031 3.651 -2.414
C 2.401 4.412 -2.186
O 3.488 3.619 -2.770
H 0.929 2.849 -1.683
H 0.972 3.113 -3.361
H 0.181 4.329 -2.337
H 2.497 4.792 -1.168
H 2.420 5.355 -2.733
H 3.272 3.549 -3.703
O 2.566 -3.183 -0.287
H 3.149 -3.139 0.470
H 2.047 -2.380 -0.238
C -1.703 -2.125 -2.511
C -0.867 -2.283 -3.771
C 0.628 -2.676 -3.429
O -1.279 -3.231 -4.640
H -1.212 -1.447 -1.813
H -1.925 -3.048 -1.976
H -2.650 -1.727 -2.874
H -0.933 -1.372 -4.365
H 1.001 -1.931 -2.726
H 1.129 -2.582 -4.392
H 0.768 -3.681 -3.032
H -2.170 -3.051 -4.949
C -1.184 -0.318 1.419
C -0.019 0.406 0.594
C 0.346 1.845 1.041
O 1.033 -0.553 0.617
H -0.781 -0.727 2.346
H -1.535 -1.147 0.804
H -1.973 0.374 1.716
H -0.432 0.354 -0.413
H -0.470 2.507 0.752
H 1.268 2.346 0.744
H 0.253 1.919 2.125
H 1.679 -0.526 1.327